Entry 1:
Density functional theory data (wB97M-V/def2-TZVPD) for a single C6H9NO molecule at a distorted geometry.

The geometry in ORCA input format:
```
! wB97M-V def2-TZVPD RIJCOSX def2/J DEFGRID3
* xyz 0 1
H -1.1883 2.5964 -1.2914
N -1.2347 2.0437 -0.4419
C -0.5134 1.0105 -0.4052
O 0.3340 0.5240 -1.3649
C 0.4469 1.2490 -2.5683
C -0.5157 0.1708 0.7557
C -0.0954 -0.8861 1.4050
C 0.7148 -2.0979 1.5143
C -1.0888 -0.0307 2.1322
H 1.1592 0.7010 -3.1812
H 0.8241 2.2620 -2.3898
H -0.5139 1.3062 -3.0921
H 1.3130 -2.0654 2.4257
H 1.3699 -2.2012 0.6510
H 0.0637 -2.9719 1.5772
H -0.7575 0.6072 2.9435
H -2.1142 -0.3653 2.2371
*
```

Results
SMILES string: [H]/N=C(\OC)C1=C(C)C1
Gap between HOMO and LUMO (eV): 9.77
Highest occupied orbital energy (eV): -8.8870
Energy above the lowest of the compared OMol25 structures with the same formula, charge and spin (kJ/mol): 275.6

=====

Entry 2:
Density functional theory data (wB97M-V/def2-TZVPD) for 2 unconnected molecules or ions with the total composition C14H32O7P3.

The geometry in ORCA input format:
```
! wB97M-V def2-TZVPD RIJCOSX def2/J DEFGRID3
* xyz 1 1
C -3.7988 -3.9400 -1.7398
C -2.7381 -3.8785 -2.8200
O -1.5289 -3.3076 -2.3045
C -0.5296 -4.2595 -2.0303
C 0.5468 -3.6509 -1.1078
O 0.2101 -2.3139 -0.7619
C 1.2632 -1.5718 -0.2224
P 1.2545 0.1125 -0.9804
C 0.4538 0.1390 -2.6161
C 0.7285 -1.0424 -3.5434
O 2.1348 -1.2241 -3.7714
P 3.4061 0.7146 -0.9173
O 3.1543 2.0440 -1.8338
O 4.0146 -0.3409 -1.9592
P 0.0533 1.2950 0.4338
C 1.3227 2.1774 1.4051
C -0.7004 2.6678 -0.5241
C 0.1015 3.4266 -1.5893
H -3.8534 -2.9776 -1.2322
H -3.5793 -4.7122 -1.0027
H -4.7733 -4.1498 -2.1802
H -2.5324 -4.8716 -3.2273
H -3.0584 -3.2314 -3.6364
H -0.9585 -5.1437 -1.5512
H -0.0594 -4.5759 -2.9697
H 0.6571 -4.2414 -0.1945
H 1.5165 -3.6605 -1.6225
H 2.2473 -2.0371 -0.3412
H 1.1036 -1.3955 0.8486
H 0.7884 1.0640 -3.0869
H -0.6260 0.1927 -2.4645
H 0.2529 -0.8136 -4.4979
H 0.2794 -1.9547 -3.1665
H 2.3393 -2.1638 -3.6696
H 3.9852 2.3926 -2.1958
H 3.4517 -0.4792 -2.7566
H 2.0238 2.7608 0.8089
H 1.8549 1.4748 2.0441
H 0.7162 2.8383 2.0276
H -1.6459 2.3084 -0.9286
H -0.9591 3.3591 0.2840
H -0.0985 3.0408 -2.5873
H -0.1909 4.4760 -1.6024
H 1.1729 3.3955 -1.4074
O -0.4724 4.0407 3.3844
C -0.6370 3.3421 4.3460
O -0.6698 1.9943 4.2444
C -0.9807 1.4034 5.5252
C -0.5872 2.4587 6.5530
C -0.8498 3.7536 5.7862
H -2.0490 1.1819 5.5433
H -0.4247 0.4738 5.6111
H -1.1422 2.3683 7.4833
H 0.4755 2.3737 6.7822
H -1.8817 4.0954 5.8866
H -0.1837 4.5716 6.0452
*
```

Results
Gap between HOMO and LUMO (eV): 9.28
Highest occupied orbital energy (eV): -11.7005

=====

Entry 3:
Density functional theory data (wB97M-V/def2-TZVPD) for a single C5H9N3 molecule at a distorted geometry.

The geometry in ORCA input format:
```
! wB97M-V def2-TZVPD RIJCOSX def2/J DEFGRID3
* xyz 0 1
C -0.6049 1.7147 0.4746
N -1.6092 0.9560 0.7948
N -1.5545 -0.4916 0.4785
C -0.7989 -0.9555 -0.6974
C 0.1024 -2.0835 -0.7090
C 0.7276 -0.7911 -0.2022
N 1.5100 0.3979 -0.3235
C 0.8941 1.4500 0.4520
H -0.6729 2.7618 0.7042
H -2.4928 -0.7049 0.5213
H -0.8940 -0.2432 -1.4809
H 0.4216 -2.8546 -1.7432
H 0.0439 -2.6972 0.4467
H 0.4075 -0.9071 0.9065
H 1.9965 0.7307 -1.2982
H 1.1538 2.4276 0.1219
H 1.3699 1.2900 1.5538
*
```

Results
SMILES string: C1=NN[C@@H]2C[C@H]2NC1
Gap between HOMO and LUMO (eV): 8.75
Highest occupied orbital energy (eV): -7.9225
Energy above the lowest of the compared OMol25 structures with the same formula, charge and spin (kJ/mol): 712.9

=====

Entry 4:
Density functional theory data (wB97M-V/def2-TZVPD) for a gas-phase ion, C3H8N3S (charge +1) at a distorted geometry.

The geometry in ORCA input format:
```
! wB97M-V def2-TZVPD RIJCOSX def2/J DEFGRID3
* xyz 1 1
H -3.9651 1.3641 -0.0567
N -2.9770 1.5640 -0.0252
C -2.1479 0.6490 -0.0271
N -0.7842 0.9244 -0.0912
N 0.0598 -0.1108 0.3679
C 1.4503 0.1082 -0.0654
C -0.5366 -1.3440 -0.1990
S -2.3406 -1.1539 0.0433
H -0.5316 1.8765 0.1497
H 0.0426 -0.1928 1.4034
H 1.4693 0.2523 -1.1451
H 1.8596 0.9947 0.4169
H 2.0620 -0.7530 0.1974
H -0.3134 -1.3877 -1.2678
H -0.1800 -2.2398 0.3072
*
```

Results
SMILES string: [H]/N=C1/N[N@H+](C)CS1
Gap between HOMO and LUMO (eV): 10.40
Highest occupied orbital energy (eV): -13.9229
Energy above the lowest of the compared OMol25 structures with the same formula, charge and spin (kJ/mol): 131.3

=====

Entry 5:
Density functional theory data (wB97M-V/def2-TZVPD) for 2 unconnected molecules or ions with the total composition C3H10NS at a distorted geometry.

The geometry in ORCA input format:
```
! wB97M-V def2-TZVPD RIJCOSX def2/J DEFGRID3
* xyz -1 1
C 0.9012 -0.2395 2.1398
S 1.2671 -1.7725 1.1198
H 1.7481 0.5251 1.8179
H -0.1484 -0.0133 2.0473
H 1.3041 -0.6060 3.0929
C -1.2926 0.6663 -0.3410
C -0.6239 0.1096 -1.5286
N 0.7843 0.1998 -1.5774
H -1.6040 1.7298 -0.4236
H -2.0653 0.0016 0.1457
H -0.5063 0.8528 0.4676
H -0.7948 -0.9927 -1.4329
H -1.0719 0.4754 -2.4988
H 1.0638 -0.3507 -0.6248
H 1.0385 -0.5857 -2.4041
*
```

Results
Gap between HOMO and LUMO (eV): 6.65
Highest occupied orbital energy (eV): -2.5002
Energy above the lowest of the compared OMol25 structures with the same formula, charge and spin (kJ/mol): 213.7

=====

Entry 6:
Density functional theory data (wB97M-V/def2-TZVPD) for a gas-phase ion, C2H7NS (charge +1) at a distorted geometry.

The geometry in ORCA input format:
```
! wB97M-V def2-TZVPD RIJCOSX def2/J DEFGRID3
* xyz 1 2
C -0.5320 -1.0421 1.2468
S -1.3142 -0.8124 -0.4282
H -0.6216 -0.1721 1.9007
H -0.9388 -1.9647 1.6700
H 0.5248 -1.2158 1.0534
C 0.0818 0.2535 -1.0917
N 0.7242 1.1658 -0.1830
H 0.7025 -0.5975 -1.4045
H -0.2938 0.8035 -1.9499
H 1.5222 1.5751 -0.6732
H 0.1450 2.0067 -0.1404
*
```

Results
Gap between HOMO and LUMO (spin up / spin down) (eV): 11.30 / 6.71
Highest occupied orbital energy (spin up / spin down) (eV): -15.2747 / -15.2501
Energy above the lowest of the compared OMol25 structures with the same formula, charge and spin (kJ/mol): 39.2

=====

Entry 7:
Density functional theory data (wB97M-V/def2-TZVPD) for a molecular structure, C3H7NO3S at a distorted geometry.

The geometry in ORCA input format:
```
! wB97M-V def2-TZVPD RIJCOSX def2/J DEFGRID3
* xyz 0 1
C 0.2382 0.1681 -0.6091
C -0.5693 -0.9754 -0.8712
C 0.2199 0.7647 0.8198
N -0.6208 -0.2692 1.5368
O -2.4429 -1.8112 0.9639
O -2.4190 0.4924 -0.0026
O -0.3303 2.1286 0.8348
S -1.7572 -0.7044 0.4717
H 1.2941 -0.0261 -0.8222
H 0.0408 1.0638 -1.2307
H -1.1506 -0.8854 -1.7526
H 0.0550 -1.9319 -0.7563
H 1.1344 0.9085 1.3281
H -0.9004 -0.0482 2.5030
H -1.2101 2.0653 0.6565
*
```

Results
Gap between HOMO and LUMO (eV): 11.29
Highest occupied orbital energy (eV): -10.5720
Energy above the lowest of the compared OMol25 structures with the same formula, charge and spin (kJ/mol): 95.5

=====

Entry 8:
Density functional theory data (wB97M-V/def2-TZVPD) for a single C4H7FO2 molecule at a distorted geometry.

The geometry in ORCA input format:
```
! wB97M-V def2-TZVPD RIJCOSX def2/J DEFGRID3
* xyz 0 1
C 1.8722 -0.0242 -0.1148
O 0.6856 -0.5354 -0.6466
C -0.4421 0.0754 -0.0368
C -0.9204 1.2279 -0.2942
F -0.1303 2.0891 -1.0681
C -1.1125 -0.8876 0.8150
O -0.2899 -1.8608 1.2552
H 2.7279 -0.6166 -0.5158
H 2.0594 0.9633 -0.5169
H 1.9258 0.0437 0.9218
H -1.8757 1.4438 0.0296
H -1.4489 -0.3931 1.7175
H -2.0285 -1.2683 0.3699
H 0.2629 -2.1540 0.5227
*
```

Results
SMILES string: CO/C(=C\F)CO
Gap between HOMO and LUMO (eV): 10.42
Highest occupied orbital energy (eV): -9.6316
Energy above the lowest of the compared OMol25 structures with the same formula, charge and spin (kJ/mol): 255.7

=====

Entry 9:
Density functional theory data (wB97M-V/def2-TZVPD) for 6 unconnected molecules or ions with the total composition C30H52BN9O11S at a distorted geometry.

The geometry in ORCA input format:
```
! wB97M-V def2-TZVPD RIJCOSX def2/J DEFGRID3
* xyz 0 1
C 0.9092 0.5627 -0.9355
C 0.8837 -0.9062 -0.4573
C -0.1073 -1.0851 0.6911
C 0.6309 -1.9117 -1.5880
C 1.4204 -1.5891 -2.8212
C 0.7845 -1.0840 -3.9666
N -0.6648 -0.8893 -3.9728
C -1.2463 -1.9088 -4.3139
O -1.7929 -2.8563 -4.6372
C 1.4859 -0.7133 -5.1172
O 0.8357 -0.1822 -6.2075
N 0.2037 -1.3072 -6.9648
O 0.7450 -1.4889 -7.9573
C 2.8633 -0.8706 -5.1195
C 3.4861 -1.3885 -4.0077
C 2.8143 -1.7609 -2.8554
B 3.6189 -2.3462 -1.6074
O 4.4093 -1.4729 -0.8689
N 3.6166 -3.7198 -1.2115
C 3.2210 -3.9381 0.1805
C 2.9085 -4.6335 -2.1071
C 4.9402 -1.4574 -4.2892
O 5.8067 -1.9122 -3.6017
N 5.1612 -0.8978 -5.5919
S 6.2242 0.4840 -5.6259
C 3.8790 -0.5445 -6.1548
O 3.7096 -0.0877 -7.2419
H 0.5792 0.6994 -1.9609
H 0.2749 1.1895 -0.3190
H 1.9117 0.9704 -0.8297
H 1.8679 -1.1320 -0.0473
H -1.1395 -1.0935 0.3624
H 0.0062 -0.2348 1.3576
H 0.1630 -1.9606 1.2786
H 0.9070 -2.9009 -1.2342
H -0.4305 -1.9617 -1.7851
H 3.9147 -0.7029 -0.5722
H 3.6051 -4.9000 0.5149
H 3.6572 -3.1928 0.8351
H 2.1407 -3.9585 0.3338
H 3.2925 -5.6422 -1.9515
H 1.8410 -4.6932 -1.8938
H 3.0933 -4.4025 -3.1479
H 5.9085 1.0038 -4.4226
C 4.9702 -2.4069 3.3061
O 3.9324 -2.9639 3.6184
N 6.1430 -3.0331 3.1292
C 7.3495 -2.3240 2.7489
C 6.1948 -4.4737 3.3220
H 5.0252 -1.3194 3.1321
H 7.7227 -2.7051 1.7970
H 8.1189 -2.4581 3.5118
H 7.1400 -1.2622 2.6432
H 5.5058 -4.9673 2.6355
H 5.8981 -4.7245 4.3412
H 7.2053 -4.8292 3.1403
C -2.5184 1.6487 -1.1785
O -2.6564 0.6606 -0.4784
N -2.8785 2.8924 -0.8260
C -2.6920 4.0323 -1.7066
C -3.4775 3.1032 0.4822
H -2.0732 1.5945 -2.1870
H -2.0389 4.7671 -1.2309
H -3.6532 4.5022 -1.9225
H -2.2361 3.7096 -2.6405
H -2.7897 2.7868 1.2663
H -4.3894 2.5102 0.5655
H -3.7139 4.1560 0.6111
C -6.4752 5.0448 -0.4526
O -5.8649 5.6356 -1.3280
N -7.4322 4.1286 -0.6652
C -8.1121 3.4604 0.4281
C -7.7912 3.7992 -2.0352
H -6.2756 5.2222 0.6182
H -7.9521 2.3825 0.3656
H -9.1839 3.6629 0.3823
H -7.7261 3.8179 1.3803
H -6.9198 3.4181 -2.5683
H -8.1432 4.6913 -2.5537
H -8.5742 3.0459 -2.0352
C 2.0587 -5.6937 3.8202
O 1.8969 -6.2259 2.7362
N 1.3962 -6.0261 4.9458
C 1.6386 -5.3451 6.2008
C 0.4140 -7.0948 4.8912
H 2.7824 -4.8771 3.9590
H 1.9859 -6.0558 6.9545
H 0.7200 -4.8736 6.5571
H 2.3968 -4.5769 6.0635
H 0.8876 -8.0224 4.5676
H -0.3693 -6.8470 4.1740
H -0.0267 -7.2363 5.8749
C -4.4131 6.7959 2.2083
O -4.5642 5.8116 2.9094
N -4.7676 8.0463 2.5483
C -4.5659 9.1727 1.6574
C -5.3722 8.2681 3.8516
H -3.9647 6.7319 1.2013
H -3.9123 9.9101 2.1276
H -5.5230 9.6438 1.4263
H -4.1083 8.8364 0.7300
H -4.6892 7.9497 4.6394
H -6.2894 7.6855 3.9422
H -5.5994 9.3239 3.9724
*
```

Results
Gap between HOMO and LUMO (eV): 8.39
Highest occupied orbital energy (eV): -8.9784
Energy above the lowest of the compared OMol25 structures with the same formula, charge and spin (kJ/mol): 0.0

=====

Entry 10:
Density functional theory data (wB97M-V/def2-TZVPD) for a single C17H17ClN2O molecule.

The geometry in ORCA input format:
```
! wB97M-V def2-TZVPD RIJCOSX def2/J DEFGRID3
* xyz 0 1
O 0.7740 -1.8975 1.5991
C 0.6018 -0.6994 1.6177
C -0.6626 -0.0453 2.1512
C -1.5593 0.5709 1.0660
N -0.8094 1.5229 0.2327
C -1.7205 2.3962 -0.4894
C -3.0229 1.6980 -0.9629
C -2.9108 0.2003 -0.9388
C -3.4841 -0.5918 -1.9206
C -3.3982 -1.9708 -1.8432
C -2.7266 -2.5623 -0.7878
C -2.1359 -1.7812 0.1914
C -2.2322 -0.4002 0.1270
N 1.5127 0.2266 1.2012
C 2.7689 0.0286 0.6303
C 3.4572 1.1511 0.1690
C 4.7101 1.0264 -0.3967
C 5.2851 -0.2301 -0.5061
Cl 6.8554 -0.3916 -1.2139
C 4.6135 -1.3542 -0.0541
C 3.3596 -1.2275 0.5133
H -0.3738 0.7489 2.8427
H -1.2352 -0.7922 2.7010
H -2.3298 1.1564 1.5877
H -0.2831 0.9761 -0.4472
H -1.1800 2.8087 -1.3429
H -1.9766 3.2262 0.1781
H -3.2936 2.0400 -1.9623
H -3.8375 1.9819 -0.2892
H -4.0040 -0.1255 -2.7457
H -3.8523 -2.5821 -2.6090
H -2.6530 -3.6377 -0.7279
H -1.5937 -2.2576 0.9917
H 1.1922 1.1881 1.2132
H 3.0038 2.1284 0.2556
H 5.2392 1.8968 -0.7515
H 5.0694 -2.3274 -0.1441
H 2.8320 -2.0981 0.8647
*
```

Results
SMILES string: O=C(C[C@H]1NCCc2ccccc21)Nc1ccc(Cl)cc1
Gap between HOMO and LUMO (eV): 9.04
Highest occupied orbital energy (eV): -8.3918
Energy above the lowest of the compared OMol25 structures with the same formula, charge and spin (kJ/mol): 15.3

=====

Entry 11:
Density functional theory data (wB97M-V/def2-TZVPD) for a single C15H10N2O4S molecule at a distorted geometry.

The geometry in ORCA input format:
```
! wB97M-V def2-TZVPD RIJCOSX def2/J DEFGRID3
* xyz 0 1
O -1.9801 1.6785 -6.4898
C -2.2770 1.5445 -5.2899
C -1.2554 1.2124 -4.3089
C 0.0538 1.0024 -4.7110
C 0.9762 0.7319 -3.6547
C 0.5675 0.6918 -2.3028
O 1.4512 0.5291 -1.3706
C 1.0217 0.0140 -0.1393
N 1.9538 -0.4742 0.7342
C 1.6000 -0.8904 1.8955
N 0.2719 -0.9232 2.3770
C -0.6624 -0.8501 1.3982
O -1.8082 -1.1502 1.6113
C -0.3219 -0.0358 0.1966
C -1.2679 0.3512 -0.7598
O -2.3891 0.5653 -0.3835
C -0.8223 0.7983 -2.0631
C -1.7719 1.0996 -3.0548
C -0.2220 -1.2879 3.7002
C 0.9114 -1.4588 4.7753
C 2.0417 -0.5160 4.4172
S 2.9226 -1.1337 2.9905
H -3.0690 2.1398 -4.9149
H 0.3118 1.1152 -5.7984
H 2.0829 0.6631 -3.8629
H -2.7714 0.9750 -2.8584
H -0.9497 -0.4726 3.9307
H -0.8090 -2.2554 3.7187
H 1.1670 -2.5243 4.8012
H 0.5268 -1.1730 5.7771
H 2.7463 -0.5129 5.2787
H 1.7704 0.5464 4.3601
*
```

Results
SMILES string: O=Cc1ccc2oc3nc4n(c(=O)c3c(=O)c2c1)CCCS4
Gap between HOMO and LUMO (eV): 8.55
Highest occupied orbital energy (eV): -9.1517
Energy above the lowest of the compared OMol25 structures with the same formula, charge and spin (kJ/mol): 199.9

=====

Entry 12:
Density functional theory data (wB97M-V/def2-TZVPD) for a molecular structure, C8H11O4 at a distorted geometry.

The geometry in ORCA input format:
```
! wB97M-V def2-TZVPD RIJCOSX def2/J DEFGRID3
* xyz 0 2
C 1.6973 -2.5368 0.4224
C 0.7481 -1.4131 0.3088
C -0.5505 -1.5107 -0.0865
C -1.2982 -0.3427 -0.4293
C -0.6624 0.9541 -0.2602
C 0.2516 0.9619 0.9176
C 1.2626 -0.0485 0.6183
O 1.8045 0.5633 -0.5389
O 0.3815 1.0857 -1.3193
O 0.4988 2.0325 1.5848
C -1.7520 2.0285 -0.3622
O -2.5650 -0.3604 -0.7985
H 2.7282 -2.1405 0.4523
H 1.5815 -3.2027 1.3042
H 1.6234 -3.1775 -0.4718
H -1.0321 -2.5177 -0.2327
H 0.7059 1.7972 -1.9039
H 2.1398 -0.1086 1.2891
H 1.4941 2.2669 1.4773
H -1.3024 3.0411 -0.3306
H -2.3157 1.9692 -1.2820
H -2.5055 1.9708 0.4806
H -2.9336 -1.3118 -0.8394
*
```

Results
Gap between HOMO and LUMO (spin up / spin down) (eV): 5.44 / 5.51
Highest occupied orbital energy (spin up / spin down) (eV): -5.7505 / -5.7491
Energy above the lowest of the compared OMol25 structures with the same formula, charge and spin (kJ/mol): 406.8